one.
The following is a quantum chemistry calculation of a 2-piece molecular cluster, C3H12N2O overall, from OMol25.

Calculated values
HOMO	-9.449	eV
structure (SMILES)	C[C@@H](O)NN.C
spin multiplicity	1
frontier orbital gap	10.4	eV

Last column: Mulliken charge in e.
CARTESIAN COORDINATES (ANGSTROEM)
1 C 0.8409 -1.2785 -0.3238  0.135
2 C -2.5365 1.4864 -0.1470  -1.086
3 C 0.1903 -1.3503 1.0527  -1.192
4 O -0.0412 -0.7582 -1.2946  -0.518
5 H -0.4160 0.0571 -0.9371  0.298
6 H 1.1056 -2.2805 -0.6791  0.386
7 H 0.8442 -1.8817 1.7361  0.365
8 H -1.8477 2.1945 -0.5904  0.266
9 H -3.4814 1.9801 0.0392  0.313
10 H -2.6957 0.6562 -0.8231  0.269
11 H -0.7627 -1.8673 0.9834  0.325
12 H 0.0374 -0.3416 1.4283  0.294
13 N 2.0820 -0.5351 -0.2248  -0.284
14 N 1.8482 0.8261 0.1359  -0.471
15 H 1.6895 1.4211 -0.6781  0.208
16 H 2.6687 1.1651 0.6277  0.221
17 H 2.6082 -0.6176 -1.0953  0.228
18 H -2.1338 1.1241 0.7900  0.243

two.
The following is a quantum chemistry calculation of a 2-piece molecular cluster, C3H12N2O overall, from OMol25.

Calculated values
HOMO	-8.670	eV
structure (SMILES)	C[C@H](N)CN.O
spin multiplicity	1
frontier orbital gap	9.2	eV

Last column: Mulliken charge in e.
CARTESIAN COORDINATES (ANGSTROEM)
1 N 0.3620 -0.6519 0.6457  -0.705
2 C -0.3942 0.2691 -0.2882  0.398
3 C 0.1688 -0.0071 -1.6781  -1.245
4 C -1.9784 -0.0366 -0.2709  -0.610
5 N -2.4963 0.2330 1.0700  -0.666
6 H 0.3737 -1.6158 0.2672  0.275
7 H 1.4093 -0.5275 0.7201  0.228
8 H -0.1662 1.2976 0.0254  0.265
9 H -0.3504 0.5211 -2.4970  0.347
10 H 1.2855 0.0255 -1.7497  0.254
11 H -0.0482 -1.0933 -1.9032  0.308
12 H -2.1512 -1.0512 -0.6680  0.324
13 H -2.4509 0.7007 -1.0251  0.278
14 H -2.4550 1.2543 1.3047  0.269
15 H -1.8785 -0.1734 1.7672  0.304
16 H 3.7244 1.0084 0.8532  0.309
17 H 4.0197 -0.0524 -0.0942  0.301
18 O 3.3563 0.1607 0.5515  -0.635

Short version: two is the most stable of them.

one.
The following is a quantum chemistry calculation of a 2-piece molecular cluster, C3H12N2O overall, from OMol25.

Calculated values
HOMO	-9.220	eV
structure (SMILES)	CCO.NCN
spin multiplicity	1
frontier orbital gap	10.0	eV

Last column: Mulliken charge in e.
CARTESIAN COORDINATES (ANGSTROEM)
1 C -1.4703 -1.5338 0.9663  -0.124
2 O -0.6462 -2.5819 1.5556  -0.563
3 C -1.7060 -1.7804 -0.5433  -0.956
4 H -1.0530 -0.5567 1.2003  0.162
5 H -2.3873 -1.5821 1.5356  0.281
6 H 0.2769 -2.6755 1.3146  0.289
7 H -2.5132 -1.1705 -0.9455  0.329
8 H -1.7753 -2.8525 -0.7405  0.329
9 H -0.8730 -1.4072 -1.1691  0.242
10 N 1.3609 3.0168 0.1895  -0.620
11 C 0.8774 1.9157 -0.7212  -0.363
12 N 1.6249 0.6819 -0.6123  -0.559
13 H 0.9078 2.7737 1.0721  0.278
14 H 2.3426 2.7797 0.1888  0.280
15 H 0.7904 2.1105 -1.7974  0.320
16 H -0.1938 1.7385 -0.5945  0.233
17 H 2.0072 0.5019 0.3145  0.214
18 H 2.4301 0.6217 -1.2136  0.229

two.
The following is a quantum chemistry calculation of a 2-piece molecular cluster, C3H12N2O overall, from OMol25.

Calculated values
HOMO	-9.045	eV
structure (SMILES)	NCCCN.O
spin multiplicity	1
frontier orbital gap	9.9	eV

Last column: Mulliken charge in e.
CARTESIAN COORDINATES (ANGSTROEM)
1 N -2.4448 0.7876 -0.8060  -0.635
2 C -1.2757 -0.0010 -0.3344  -0.466
3 C -0.0518 0.8903 -0.6217  -0.630
4 C 1.3156 0.2240 -0.3340  -0.207
5 N 2.3095 1.0990 -0.9803  -0.597
6 H -2.4301 1.6695 -0.2946  0.230
7 H -3.2776 0.2989 -0.4879  0.238
8 H -1.2906 -0.2261 0.7367  0.292
9 H -1.2216 -0.9470 -0.8658  0.348
10 H -0.1338 1.8568 -0.1381  0.287
11 H -0.0659 1.0753 -1.6974  0.276
12 H 1.5963 0.0705 0.7110  0.179
13 H 1.3077 -0.8006 -0.7225  0.293
14 H 1.9795 1.5033 -1.8329  0.203
15 H 3.2090 0.6396 -1.1227  0.197
16 H 0.9661 -2.1889 2.5096  0.316
17 H -0.4434 -2.3827 3.2612  0.312
18 O 0.1023 -2.5523 2.5031  -0.636

Short version: two is the most stable of them.